# 1
The following is a quantum chemistry calculation of a structure of composition C35H34CrN9OS at a distorted geometry, from the Open Molecules 2025 dataset.

Each line ends with the Löwdin charge.
Element x y z (Å)
1 Cr 0.204 -0.782 0.479  0.40
2 C 0.158 -1.435 4.854  -0.05
3 C -0.242 -1.293 3.537  -0.13
4 N 0.579 -0.915 2.566  0.04
5 C 1.883 -0.654 2.895  -0.14
6 C 2.372 -0.735 4.222  -0.16
7 C 1.481 -1.145 5.206  -0.01
8 C 3.727 -0.350 4.474  -0.03
9 C 4.520 0.094 3.480  -0.02
10 C 4.056 0.157 2.129  -0.15
11 C 4.827 0.603 1.062  -0.03
12 C 4.266 0.637 -0.204  -0.04
13 C 2.966 0.185 -0.409  -0.12
14 N 2.209 -0.271 0.581  0.03
15 C 2.733 -0.254 1.848  -0.14
16 H -0.564 -1.747 5.597  0.10
17 H -1.270 -1.471 3.246  0.11
18 H 1.816 -1.221 6.236  0.11
19 H 4.097 -0.394 5.495  0.11
20 H 5.535 0.416 3.690  0.11
21 H 5.845 0.938 1.235  0.11
22 H 4.829 1.003 -1.053  0.10
23 H 2.502 0.203 -1.386  0.07
24 S 0.028 -0.533 -1.872  0.67
25 C -0.203 1.234 -1.864  -0.80
26 N -0.786 1.845 -2.872  -0.04
27 N -0.908 1.073 -4.010  -0.06
28 C -1.603 1.540 -5.087  -0.27
29 C -1.983 2.889 -5.205  -0.05
30 C -2.664 3.323 -6.335  -0.12
31 C -2.987 2.451 -7.371  -0.15
32 C -2.613 1.114 -7.252  -0.13
33 C -1.936 0.659 -6.133  -0.05
34 N 0.138 1.971 -0.789  -0.05
35 N 0.162 1.339 0.399  -0.16
36 C 0.708 2.175 1.363  -0.29
37 C 1.645 3.165 1.027  -0.04
38 C 2.249 3.937 2.012  -0.11
39 C 1.923 3.767 3.356  -0.13
40 C 0.954 2.826 3.690  -0.11
41 C 0.356 2.044 2.713  -0.05
42 H -0.846 0.072 -3.874  0.03
43 H -1.726 3.564 -4.406  0.08
44 H -2.948 4.369 -6.405  0.09
45 H -3.521 2.801 -8.247  0.08
46 H -2.859 0.411 -8.042  0.09
47 H -1.655 -0.386 -6.050  0.10
48 H 1.891 3.296 -0.021  0.09
49 H 2.985 4.681 1.722  0.09
50 H 2.397 4.371 4.120  0.08
51 H 0.644 2.702 4.723  0.09
52 H -0.454 1.378 2.975  0.10
53 C 1.950 -4.016 -0.435  -0.04
54 C 0.590 -3.787 0.241  -0.69
55 C 0.610 -4.341 1.667  -0.05
56 C -0.515 -4.455 -0.580  -0.04
57 N 0.343 -2.380 0.306  -0.12
58 H 2.194 -5.083 -0.474  0.08
59 H 2.732 -3.492 0.121  0.08
60 H 1.924 -3.614 -1.450  0.08
61 H 0.805 -5.419 1.655  0.08
62 H -0.351 -4.165 2.157  0.07
63 H 1.390 -3.847 2.251  0.08
64 H -0.311 -5.522 -0.706  0.08
65 H -0.574 -3.982 -1.564  0.08
66 H -1.485 -4.342 -0.086  0.07
67 N -3.518 2.438 -1.694  0.20
68 C -4.417 1.602 -1.144  -0.50
69 O -5.629 1.773 -1.213  0.02
70 C -3.849 0.439 -0.392  -0.10
71 C -4.652 -0.643 -0.091  0.00
72 C -4.081 -1.729 0.552  -0.04
73 C -2.722 -1.709 0.831  -0.13
74 N -1.949 -0.673 0.541  0.00
75 C -2.525 0.389 -0.019  -0.07
76 H -3.892 3.175 -2.269  0.11
77 H -2.514 2.269 -1.783  0.06
78 H -5.700 -0.606 -0.365  0.12
79 H -4.668 -2.602 0.811  0.10
80 H -2.217 -2.567 1.263  0.09
81 H -1.885 1.243 -0.179  0.09

energy above the lowest of the compared OMol25 structures with the same formula, charge and spin: 0.00 kcal/mol
molar mass: 680.78 g mol⁻¹
charge: -1
HOMO (spin up / spin down): -2.0 / -2.0 eV
electronic energy: -91563.3897 eV



# 2
The following is a quantum chemistry calculation of a structure of composition C35H34FeN7O3, from the Open Molecules 2025 dataset.

Each line ends with the Löwdin charge.
Element x y z (Å)
1 Fe 0.506 -1.054 -0.974  0.94
2 C -2.237 -0.429 -2.797  -0.01
3 O -1.273 0.120 -1.874  -0.17
4 C -1.443 1.420 -1.490  -0.21
5 C -2.578 2.153 -1.753  0.00
6 C -2.667 3.464 -1.295  -0.02
7 C -1.612 4.054 -0.598  -0.04
8 C -0.465 3.336 -0.368  0.02
9 C -0.366 2.002 -0.800  -0.17
10 N 0.754 1.215 -0.633  0.06
11 N 1.764 1.827 -0.132  0.11
12 C 2.989 1.301 -0.004  -0.07
13 C 3.358 -0.039 -0.514  -0.30
14 O 2.513 -0.736 -1.104  -0.06
15 C 4.691 -0.518 -0.304  0.01
16 C 5.595 0.241 0.342  0.05
17 C 5.287 1.574 0.822  -0.15
18 C 6.268 2.351 1.421  0.01
19 C 5.986 3.645 1.846  -0.02
20 C 4.703 4.161 1.697  -0.03
21 C 3.712 3.402 1.106  0.02
22 C 3.987 2.101 0.648  -0.10
23 H -2.343 0.221 -3.663  0.11
24 H -1.845 -1.392 -3.108  0.08
25 H -3.201 -0.563 -2.308  0.11
26 H -3.402 1.730 -2.310  0.12
27 H -3.569 4.028 -1.495  0.13
28 H -1.698 5.072 -0.243  0.12
29 H 0.379 3.781 0.136  0.11
30 H 4.923 -1.505 -0.683  0.13
31 H 6.597 -0.139 0.507  0.14
32 H 7.260 1.933 1.551  0.13
33 H 6.767 4.251 2.287  0.12
34 H 4.486 5.166 2.035  0.12
35 H 2.717 3.801 0.978  0.11
36 C 1.162 -1.411 -6.463  0.00
37 C 0.818 -1.958 -5.119  -0.27
38 C 0.230 -3.154 -4.759  0.04
39 C 0.143 -3.143 -3.361  -0.34
40 N 0.640 -2.001 -2.889  -0.03
41 N 1.040 -1.292 -3.970  0.07
42 C -0.357 -4.206 -2.433  -0.01
43 H 0.957 -2.159 -7.224  0.09
44 H 2.215 -1.133 -6.524  0.09
45 H 0.568 -0.524 -6.688  0.09
46 H -0.095 -3.935 -5.428  0.13
47 H 1.538 -0.427 -3.847  0.17
48 H -0.645 -5.092 -2.994  0.09
49 H -1.222 -3.863 -1.857  0.08
50 H 0.430 -4.487 -1.732  0.09
51 C -2.791 3.429 3.389  -0.04
52 C -3.086 2.004 2.984  -0.28
53 C -3.929 1.707 1.922  -0.04
54 C -4.208 0.394 1.565  -0.03
55 C -3.661 -0.665 2.278  -0.25
56 N -4.030 -1.979 1.877  0.14
57 C -3.705 -3.211 2.397  -0.51
58 O -4.477 -4.137 2.353  0.12
59 N -2.446 -3.368 2.993  0.14
60 C -1.193 -2.925 2.588  -0.22
61 C -0.087 -3.247 3.375  0.04
62 C 1.172 -2.826 3.001  -0.02
63 C 1.324 -2.113 1.832  -0.12
64 N 0.283 -1.826 1.047  -0.02
65 C -0.956 -2.206 1.416  -0.05
66 C -2.833 -0.380 3.359  -0.02
67 C -2.549 0.937 3.692  -0.03
68 H -3.395 4.137 2.824  0.08
69 H -1.736 3.670 3.231  0.08
70 H -2.994 3.576 4.451  0.09
71 H -4.401 2.515 1.378  0.11
72 H -4.892 0.188 0.746  0.12
73 H -4.903 -2.038 1.377  0.15
74 H -2.438 -4.169 3.605  0.16
75 H -0.223 -3.831 4.279  0.14
76 H 2.035 -3.063 3.608  0.13
77 H 2.298 -1.772 1.503  0.11
78 H -1.766 -1.949 0.749  0.11
79 H -2.456 -1.176 3.985  0.11
80 H -1.920 1.136 4.555  0.12

energy above the lowest of the compared OMol25 structures with the same formula, charge and spin: 0.00 kcal/mol
molar mass: 656.55 g mol⁻¹
charge: +2
spin multiplicity: 6
HOMO (spin up / spin down): -12.8 / -12.8 eV
electronic energy: -87794.5348 eV



# 3
The following is a quantum chemistry calculation of a structure of composition C35H34MnN9O4S2, from the Open Molecules 2025 dataset.

Each line ends with the Löwdin charge.
Element x y z (Å)
1 Mn 0.119 0.954 0.952  0.47
2 C -0.596 1.068 -2.553  -0.02
3 C -1.323 2.054 -1.691  -0.26
4 C -2.332 2.811 -2.288  0.01
5 C -2.987 3.782 -1.568  -0.01
6 C -2.583 4.017 -0.262  0.01
7 C -1.590 3.229 0.281  -0.17
8 N -0.992 2.218 -0.399  0.10
9 C -1.091 3.453 1.658  -0.16
10 C -1.517 4.479 2.493  0.03
11 C -1.004 4.549 3.775  -0.01
12 C -0.103 3.589 4.208  0.02
13 C 0.280 2.594 3.322  -0.18
14 N -0.185 2.569 2.074  0.05
15 C 1.189 1.473 3.657  -0.18
16 C 1.782 1.364 4.902  0.01
17 C 2.633 0.301 5.150  -0.02
18 C 2.879 -0.596 4.132  0.00
19 C 2.260 -0.428 2.897  -0.29
20 C 2.564 -1.376 1.781  -0.03
21 N 1.404 0.579 2.667  0.07
22 H -0.417 1.517 -3.530  0.10
23 H -1.201 0.176 -2.722  0.09
24 H 0.352 0.785 -2.116  0.04
25 H -2.587 2.614 -3.321  0.13
26 H -3.783 4.363 -2.014  0.13
27 H -3.048 4.799 0.318  0.11
28 H -2.237 5.210 2.158  0.12
29 H -1.317 5.340 4.442  0.12
30 H 0.280 3.625 5.216  0.11
31 H 1.592 2.100 5.668  0.11
32 H 3.107 0.189 6.116  0.12
33 H 3.557 -1.427 4.271  0.12
34 H 3.496 -1.906 1.974  0.10
35 H 2.653 -0.810 0.858  0.01
36 H 1.778 -2.122 1.655  0.08
37 C 4.856 0.199 -1.061  -0.04
38 N 4.021 1.034 -1.894  -0.15
39 C 4.293 1.184 -3.325  -0.09
40 C 3.266 2.238 -3.768  -0.10
41 N 2.412 2.337 -2.585  0.03
42 C 2.935 1.707 -1.520  -0.74
43 S 2.329 1.842 0.066  0.76
44 H 5.900 0.489 -1.184  0.10
45 H 4.751 -0.853 -1.338  0.10
46 H 4.567 0.340 -0.024  0.05
47 H 4.154 0.228 -3.834  0.13
48 H 5.322 1.508 -3.480  0.13
49 H 2.696 1.916 -4.637  0.12
50 H 3.734 3.197 -3.990  0.13
51 H 1.764 3.091 -2.431  0.14
52 O -5.680 -4.964 -4.682  -0.34
53 S -5.051 -3.668 -4.791  0.39
54 O -5.393 -2.721 -3.748  -0.38
55 O -4.960 -3.105 -6.122  -0.35
56 C -3.291 -4.048 -4.445  -0.32
57 N -2.654 -4.942 -5.208  0.14
58 C -1.373 -5.135 -4.951  -0.11
59 C -0.681 -4.447 -3.954  0.00
60 C -1.438 -3.555 -3.217  -0.24
61 N -2.730 -3.370 -3.456  0.15
62 C -0.925 -2.675 -2.143  -0.11
63 C -1.854 -1.996 -1.353  0.03
64 C -1.413 -1.083 -0.426  -0.13
65 N -0.112 -0.782 -0.240  -0.04
66 C 0.774 -1.456 -0.983  -0.15
67 C 0.422 -2.408 -1.918  0.02
68 H -0.858 -5.866 -5.566  0.11
69 H 0.371 -4.626 -3.783  0.10
70 H -2.909 -2.172 -1.522  0.13
71 H -2.117 -0.538 0.188  0.11
72 H 1.813 -1.181 -0.855  0.09
73 H 1.197 -2.892 -2.496  0.12
74 O -1.448 0.327 2.150  -0.18
75 N -1.482 -0.680 2.999  -0.15
76 C -2.210 -0.504 4.122  0.02
77 C -2.332 -1.513 5.048  -0.02
78 C -1.697 -2.728 4.827  -0.03
79 C -0.958 -2.886 3.668  -0.01
80 C -0.864 -1.849 2.762  -0.01
81 H -2.674 0.467 4.199  0.15
82 H -2.930 -1.339 5.930  0.12
83 H -1.787 -3.535 5.539  0.12
84 H -0.459 -3.817 3.441  0.13
85 H -0.330 -1.907 1.828  0.10

molar mass: 763.79 g mol⁻¹
charge: +1
spin multiplicity: 2
HOMO (spin up / spin down): -8.6 / -8.6 eV
electronic energy: -111432.5804 eV



# 4
The following is a quantum chemistry calculation of a structure of composition C35H35BInN9O, from the Open Molecules 2025 dataset.

Each line ends with the Löwdin charge.
Element x y z (Å)
1 In 0.056 0.143 0.106  1.05
2 C -1.298 5.002 -1.850  0.01
3 C -1.606 3.761 -1.070  -0.23
4 C -2.769 3.444 -0.395  0.06
5 C -2.575 2.195 0.186  -0.18
6 N -1.341 1.757 -0.136  0.04
7 N -0.749 2.742 -0.909  0.04
8 B 0.684 2.635 -1.506  -0.46
9 N 1.735 2.498 -0.364  0.05
10 N 1.743 1.393 0.452  0.03
11 C 2.809 1.478 1.253  -0.20
12 C 3.468 2.678 0.995  0.07
13 C 2.773 3.289 -0.040  -0.22
14 C 3.075 4.577 -0.737  0.01
15 C 3.170 0.401 2.194  -0.17
16 C 3.614 0.711 3.475  -0.01
17 C 3.976 -0.301 4.353  -0.05
18 C 3.914 -1.630 3.950  -0.07
19 C 3.492 -1.945 2.665  -0.08
20 C 3.120 -0.933 1.794  -0.06
21 N 0.777 1.380 -2.440  0.05
22 N 0.554 0.107 -1.973  0.02
23 C 0.775 -0.745 -2.981  -0.21
24 C 1.115 -0.020 -4.118  0.07
25 C 1.118 1.317 -3.740  -0.22
26 C 1.428 2.519 -4.575  0.01
27 C 0.661 -2.207 -2.812  -0.18
28 C 1.130 -2.827 -1.655  -0.06
29 C 1.043 -4.201 -1.499  -0.07
30 C 0.485 -4.977 -2.506  -0.06
31 C 0.022 -4.371 -3.671  -0.06
32 C 0.112 -2.994 -3.826  -0.03
33 C -3.555 1.457 1.014  -0.15
34 C -3.273 0.217 1.572  -0.04
35 C -4.209 -0.466 2.332  -0.06
36 C -5.458 0.096 2.551  -0.06
37 C -5.750 1.341 2.010  -0.05
38 C -4.807 2.016 1.249  -0.01
39 H -2.154 5.671 -1.809  0.09
40 H -0.433 5.527 -1.442  0.09
41 H -1.090 4.775 -2.897  0.09
42 H -3.646 4.069 -0.330  0.12
43 H 0.908 3.619 -2.140  0.12
44 H 4.374 3.036 1.464  0.13
45 H 3.940 5.045 -0.272  0.09
46 H 3.304 4.413 -1.792  0.09
47 H 2.235 5.272 -0.680  0.09
48 H 3.664 1.748 3.789  0.12
49 H 4.312 -0.052 5.352  0.12
50 H 4.219 -2.420 4.629  0.11
51 H 3.492 -2.979 2.334  0.11
52 H 2.849 -1.173 0.774  0.09
53 H 1.379 -0.415 -5.090  0.13
54 H 1.645 2.205 -5.593  0.09
55 H 0.587 3.212 -4.599  0.09
56 H 2.296 3.058 -4.192  0.09
57 H 1.625 -2.238 -0.895  0.09
58 H 1.438 -4.674 -0.608  0.12
59 H 0.433 -6.053 -2.396  0.12
60 H -0.402 -4.975 -4.465  0.12
61 H -0.257 -2.523 -4.733  0.13
62 H -2.304 -0.215 1.419  0.05
63 H -3.967 -1.433 2.759  0.10
64 H -6.198 -0.428 3.144  0.12
65 H -6.719 1.792 2.182  0.12
66 H -5.061 2.988 0.842  0.11
67 C -0.455 -2.699 4.039  0.05
68 N -0.896 -2.847 2.627  0.00
69 C -1.579 -3.955 2.197  0.01
70 C -1.990 -4.097 0.924  0.04
71 C -1.685 -3.053 0.004  -0.33
72 N -0.978 -1.988 0.427  0.14
73 C -0.607 -1.880 1.718  -0.49
74 O 0.018 -0.821 2.039  -0.01
75 N -2.063 -3.100 -1.258  0.25
76 H -1.058 -3.357 4.658  0.10
77 H -0.595 -1.673 4.350  0.10
78 H 0.598 -2.954 4.136  0.10
79 H -1.767 -4.710 2.948  0.15
80 H -2.534 -4.977 0.608  0.13
81 H -2.563 -3.894 -1.617  0.14
82 H -1.773 -2.387 -1.907  0.12

molar mass: 723.36 g mol⁻¹
charge: +2
HOMO: -13.5 eV
electronic energy: -58164.4924 eV



# 5
The following is a quantum chemistry calculation of a structure of composition C35H35BrHgN8O4PSe at a distorted geometry, from the Open Molecules 2025 dataset.

Each line ends with the Löwdin charge.
Element x y z (Å)
1 Hg 13.112 13.145 11.221  0.67
2 O 16.715 11.459 11.692  0.01
3 C 16.739 10.231 11.226  -0.31
4 C 17.849 9.374 11.447  -0.03
5 C 17.892 8.119 10.882  -0.13
6 C 16.855 7.666 10.054  -0.14
7 C 15.743 8.467 9.891  -0.06
8 C 15.650 9.755 10.485  -0.08
9 C 14.383 10.604 10.310  -0.41
10 O 14.639 11.892 10.737  -0.41
11 N 13.255 9.990 11.082  -0.04
12 N 12.001 10.518 10.815  -0.05
13 C 10.980 9.737 10.820  -0.29
14 C 9.664 10.235 10.554  -0.67
15 Br 9.195 11.896 11.476  0.47
16 C 8.804 9.795 9.625  -0.20
17 C 9.074 8.800 8.569  -0.25
18 C 10.295 8.767 7.849  -0.07
19 C 10.561 7.748 6.947  -0.15
20 C 9.678 6.691 6.771  -0.17
21 C 8.507 6.696 7.493  -0.16
22 C 8.214 7.703 8.398  -0.09
23 H 15.754 11.844 11.371  0.01
24 H 18.656 9.684 12.062  0.09
25 H 18.722 7.457 11.047  0.08
26 H 16.929 6.704 9.509  0.09
27 H 14.956 8.114 9.242  0.10
28 H 14.029 10.621 9.257  0.14
29 H 13.275 8.968 11.088  0.10
30 H 11.006 8.634 11.055  0.13
31 H 7.805 10.255 9.649  0.07
32 H 11.004 9.659 7.974  0.13
33 H 11.486 7.819 6.360  0.09
34 H 9.919 5.868 6.037  0.09
35 H 7.824 5.848 7.383  0.09
36 H 7.303 7.663 9.015  0.10
37 N 9.439 13.335 15.391  0.11
38 C 8.505 12.637 16.107  -0.32
39 C 7.700 13.392 17.009  -0.07
40 C 6.638 12.851 17.643  -0.12
41 C 6.451 11.451 17.477  -0.12
42 C 7.267 10.653 16.671  -0.11
43 C 8.312 11.261 15.926  -0.35
44 P 9.402 10.228 14.959  1.09
45 C 10.147 9.360 16.409  -0.35
46 C 10.638 10.118 17.510  -0.09
47 C 11.211 9.460 18.577  -0.12
48 C 11.102 8.072 18.650  -0.13
49 C 10.591 7.324 17.587  -0.09
50 C 10.079 7.978 16.456  -0.10
51 C 8.241 9.067 14.198  -0.38
52 C 6.849 9.108 14.158  -0.09
53 C 6.081 7.957 13.785  -0.09
54 C 6.707 6.907 13.127  -0.12
55 C 8.092 6.961 12.984  -0.10
56 C 8.857 8.011 13.487  -0.12
57 H 9.434 14.319 15.427  0.06
58 H 9.762 13.089 14.477  -0.02
59 H 7.955 14.488 17.168  0.12
60 H 5.938 13.424 18.253  0.09
61 H 5.653 10.971 18.030  0.08
62 H 6.977 9.606 16.654  0.10
63 H 10.669 11.216 17.482  0.11
64 H 11.781 9.921 19.386  0.10
65 H 11.343 7.582 19.613  0.09
66 H 10.528 6.182 17.601  0.12
67 H 9.658 7.401 15.687  0.07
68 H 6.309 10.005 14.419  0.10
69 H 4.970 8.056 13.839  0.10
70 H 6.101 6.047 12.739  0.11
71 H 8.628 6.159 12.466  0.10
72 H 9.956 8.049 13.368  0.11
73 N 13.598 12.517 15.668  0.05
74 N 14.638 11.952 16.346  -0.04
75 C 14.737 10.632 16.244  -0.41
76 N 15.866 10.073 16.823  0.15
77 N 13.728 10.169 15.516  0.15
78 N 13.570 8.742 15.468  -0.39
79 O 12.720 8.398 14.660  0.04
80 O 14.140 7.951 16.230  -0.01
81 H 13.198 13.170 16.310  0.07
82 H 12.925 11.773 15.435  0.07
83 H 15.395 12.565 16.642  0.16
84 H 16.308 10.501 17.606  0.08
85 H 15.672 9.079 16.923  0.07
86 Se 11.109 14.159 12.086  -0.56

energy above the lowest of the compared OMol25 structures with the same formula, charge and spin: 18.48 kcal/mol
molar mass: 1022.15 g mol⁻¹
charge: -2
spin multiplicity: 2
HOMO (spin up / spin down): 1.3 / -0.7 eV
electronic energy: -205819.1281 eV